(1)
{
  "formula": "C27H40Br2NO28PSi",
  "method": "wB97M-V/def2-TZVPD",
  "elements": ["N", "Si", "Br", "P", "O", "Br", "H", "H", "H", "H", "C", "C", "O", "C", "O", "O", "H", "H", "H", "H", "C", "C", "O", "C", "O", "O", "H", "H", "H", "H", "C", "C", "O", "C", "O", "O", "H", "H", "H", "H", "C", "C", "O", "C", "O", "O", "H", "H", "H", "H", "C", "C", "O", "C", "O", "O", "H", "H", "H", "H", "C", "C", "O", "C", "O", "O", "H", "H", "H", "H", "C", "C", "O", "C", "O", "O", "H", "H", "H", "H", "C", "C", "O", "C", "O", "O", "H", "H", "H", "H", "C", "C", "O", "C", "O", "O", "H", "H", "H", "H"],
  "positions_angstrom": [[-4.4572, 3.9353, 1.1936], [-3.0944, 2.8800, 0.8387], [-1.7687, 3.6550, -0.8358], [-3.6868, 0.8025, 0.3303], [-2.3574, -0.1448, 0.8720], [-3.6557, 0.4970, -1.9126], [-5.0816, 4.0417, 0.3941], [-4.0757, 4.8586, 1.3920], [-2.2626, 2.8071, 2.0426], [-2.5721, -0.3705, 1.7962], [-2.9443, -2.0824, 5.8220], [-2.6694, -2.0174, 4.3498], [-3.1339, -0.7066, 3.9933], [-3.0992, 0.0519, 5.1234], [-3.2602, 1.2308, 5.1435], [-2.8540, -0.7072, 6.2153], [-2.2215, -2.6915, 6.3558], [-3.9485, -2.4487, 6.0460], [-1.6055, -2.0886, 4.1199], [-3.2030, -2.7829, 3.7898], [0.7570, 2.0246, -3.4714], [-0.1552, 1.9636, -4.6637], [0.6667, 2.4860, -5.7107], [1.9568, 2.2981, -5.3484], [2.8885, 2.4692, -6.0730], [2.0549, 1.8907, -4.0658], [0.5702, 1.2215, -2.7593], [0.7017, 2.9836, -2.9483], [-0.4464, 0.9411, -4.9210], [-1.0533, 2.5657, -4.5351], [-5.9558, 2.3008, -4.9233], [-6.0793, 3.6667, -5.5431], [-6.2368, 4.5129, -4.4056], [-5.6939, 3.8712, -3.3416], [-5.5137, 4.3680, -2.2779], [-5.3845, 2.5875, -3.6481], [-5.3116, 1.6356, -5.4962], [-6.9245, 1.8169, -4.7761], [-5.1775, 3.9649, -6.0838], [-6.9355, 3.7500, -6.2104], [-0.9171, -6.4019, 1.8436], [-1.0490, -5.0579, 1.1855], [-1.2203, -4.1793, 2.3072], [-0.6769, -4.7869, 3.3849], [-0.5034, -4.2508, 4.4355], [-0.3549, -6.0725, 3.1173], [-0.2641, -7.0755, 1.2921], [-1.8826, -6.8907, 2.0014], [-0.1418, -4.7674, 0.6371], [-1.9054, -5.0021, 0.5132], [2.9500, -3.1154, -2.0795], [3.6035, -4.3994, -2.5114], [3.2261, -5.3054, -1.4729], [2.0966, -4.8262, -0.9063], [1.4287, -5.4265, -0.1214], [1.8174, -3.5778, -1.3416], [2.6405, -2.4966, -2.9196], [3.5848, -2.5225, -1.4171], [3.2134, -4.7699, -3.4624], [4.6864, -4.3175, -2.5813], [0.6348, 0.6477, 4.5643], [-0.2922, 0.5700, 3.3842], [0.4812, 1.1516, 2.3349], [1.7866, 1.0194, 2.6712], [2.6958, 1.2512, 1.9404], [1.9236, 0.5878, 3.9508], [0.4965, -0.1764, 5.2634], [0.5439, 1.5917, 5.1071], [-0.5387, -0.4594, 3.1126], [-1.2151, 1.1262, 3.5403], [3.9963, 4.2156, -0.7595], [3.5658, 5.5074, -0.1201], [2.4690, 5.9121, -0.9403], [1.9736, 4.7997, -1.5310], [0.9547, 4.7581, -2.1438], [2.7829, 3.7344, -1.3332], [4.3954, 3.5020, -0.0407], [4.7289, 4.3655, -1.5566], [3.2093, 5.3696, 0.9035], [4.3517, 6.2607, -0.1231], [5.0993, 1.5618, -7.9561], [5.8348, 2.3362, -9.0137], [6.2125, 1.3186, -9.9424], [5.3491, 0.2828, -9.7862], [5.2844, -0.6515, -10.5172], [4.5722, 0.4535, -8.6891], [4.3022, 2.1376, -7.4916], [5.7655, 1.1841, -7.1757], [5.1946, 3.0605, -9.5237], [6.7113, 2.8518, -8.6243], [0.7339, -4.3112, 9.2647], [0.2772, -3.0310, 9.9097], [-0.8457, -2.6626, 9.1100], [-1.3203, -3.7911, 8.5298], [-2.3472, -3.8569, 7.9335], [-0.4753, -4.8319, 8.7151], [1.1688, -5.0098, 9.9773], [1.4462, -4.1418, 8.4535], [-0.0553, -3.1758, 10.9405], [1.0396, -2.2542, 9.8898]],
  "atomic_forces_ev_per_a": [[0.903, -0.705, -0.733], [0.334, 1.462, -0.620], [-0.175, -0.020, 0.399], [-0.401, -2.224, 0.365], [-0.890, 1.251, -0.375], [0.457, 0.282, 0.922], [-0.001, 0.016, 0.124], [-0.237, -0.029, 0.149], [0.058, -0.072, 0.132], [-0.066, -0.082, -0.262], [0.091, -0.415, 0.083], [0.145, -0.425, -0.354], [-0.040, 0.158, 0.162], [-0.159, 0.069, 0.343], [0.123, 0.056, -0.165], [-0.035, 0.273, -0.490], [-0.180, 0.362, -0.158], [0.046, 0.056, 0.037], [-0.066, -0.035, 0.039], [-0.014, 0.188, -0.125], [-0.357, 0.042, 0.774], [-0.517, -0.180, 0.036], [0.309, -0.035, 0.034], [-0.054, -0.005, 0.142], [-0.061, 0.098, 0.070], [0.009, 0.040, -0.454], [0.222, -0.046, -0.081], [0.024, -0.329, -0.234], [0.048, 0.043, -0.045], [0.117, 0.097, -0.143], [-0.051, -0.476, -0.200], [-0.062, 0.145, -0.513], [0.079, -0.195, 0.128], [0.070, 0.078, 0.254], [-0.023, -0.004, 0.116], [-0.143, 0.322, -0.158], [0.087, 0.008, 0.193], [0.023, 0.053, 0.016], [-0.010, -0.018, 0.060], [-0.028, 0.154, 0.150], [-0.072, -0.462, -0.255], [0.038, 0.353, -0.838], [-0.027, -0.152, 0.346], [0.073, -0.066, -0.072], [0.027, 0.062, 0.178], [-0.101, 0.331, 0.076], [0.137, 0.076, 0.187], [0.039, 0.046, 0.065], [-0.653, -0.108, 0.475], [-0.084, 0.153, 0.229], [0.160, 0.553, -0.187], [0.366, -0.051, -0.429], [-0.263, 0.132, 0.141], [0.063, -0.050, 0.012], [0.569, -0.193, -0.312], [0.045, -0.308, 0.079], [-0.188, -0.034, 0.120], [-0.046, -0.053, 0.014], [-0.026, -0.001, 0.067], [-0.039, -0.165, 0.152], [-0.097, -0.030, 0.515], [-0.608, -0.034, -0.072], [0.331, -0.039, 0.219], [0.047, 0.034, -0.175], [0.078, 0.042, -0.004], [-0.069, 0.054, -0.230], [0.204, -0.017, -0.063], [-0.002, -0.016, -0.058], [0.123, 0.029, -0.047], [0.100, 0.103, -0.178], [0.518, -0.315, 0.101], [0.250, 0.279, 0.405], [-0.039, -0.229, -0.121], [-0.060, -0.019, 0.031], [0.021, 0.380, -0.008], [-0.154, 0.248, -0.017], [-0.207, -0.113, -0.081], [-0.071, 0.026, -0.009], [-0.027, -0.036, -0.064], [-0.171, 0.095, -0.117], [-0.187, 0.335, 0.519], [0.164, 0.392, -0.010], [-0.117, -0.110, 0.073], [-0.075, -0.215, -0.079], [0.018, -0.028, -0.038], [0.241, 0.068, -0.259], [0.029, -0.297, -0.128], [0.010, -0.029, -0.074], [-0.006, -0.066, 0.004], [0.077, -0.128, -0.161], [0.491, -0.259, 0.019], [0.264, 0.301, 0.379], [-0.013, -0.208, -0.119], [-0.126, -0.184, -0.006], [0.032, -0.261, 0.389], [-0.126, 0.253, 0.050], [-0.168, -0.107, -0.091], [-0.067, 0.014, 0.002], [-0.028, -0.019, -0.058], [-0.173, 0.086, -0.105]],
  "energy_ev": -244722.7431,
  "orbital_gap_ev": 8.41
}

(2)
{
  "formula": "C27H40Cl2GeN4ORuSe",
  "method": "wB97M-V/def2-TZVPD",
  "elements": ["Ru", "C", "C", "C", "C", "C", "C", "C", "C", "C", "C", "H", "H", "H", "H", "H", "H", "H", "H", "H", "H", "H", "H", "H", "H", "N", "C", "N", "O", "H", "H", "H", "H", "C", "C", "C", "N", "C", "C", "H", "H", "H", "H", "H", "C", "Ge", "C", "C", "C", "Se", "C", "H", "H", "H", "H", "H", "H", "H", "H", "H", "H", "H", "H", "H", "H", "Cl", "C", "C", "C", "C", "C", "Cl", "C", "N", "H", "H", "H"],
  "positions_angstrom": [[-0.6043, 1.0020, -0.0883], [-3.8841, -1.5561, 0.3074], [-3.8923, -0.0442, 0.0918], [-3.4754, 0.6531, 1.3911], [-3.0109, 0.3913, -1.0693], [-2.7896, 1.7668, -1.2999], [-2.2171, 2.2116, -2.4921], [-1.8207, 1.3165, -3.4816], [-1.3221, 1.8062, -4.8077], [-1.9766, -0.0447, -3.2273], [-2.5570, -0.4978, -2.0522], [-4.4767, -1.8160, 1.1810], [-2.8637, -1.9086, 0.4668], [-4.3076, -2.0811, -0.5431], [-4.9174, 0.2687, -0.1514], [-2.4092, 0.4565, 1.5901], [-4.0527, 0.2683, 2.2290], [-3.6321, 1.7281, 1.3517], [-3.2320, 2.5014, -0.6348], [-2.1255, 3.2725, -2.6682], [-2.1377, 2.2794, -5.3529], [-0.9393, 0.9936, -5.4224], [-0.5476, 2.5588, -4.6813], [-1.6950, -0.7615, -3.9864], [-2.7338, -1.5565, -1.9463], [1.3934, 0.6059, -3.2475], [2.1191, 0.3617, -2.1371], [3.4610, 0.3148, -2.2607], [1.5702, 0.0979, -1.0620], [1.8155, 0.9763, -4.0814], [0.4215, 0.8374, -3.0812], [3.9397, 0.5413, -3.1136], [4.0049, 0.1199, -1.4389], [1.4972, 0.5947, 4.5218], [0.3799, -0.2041, 4.3364], [-0.1175, -0.3583, 3.0526], [0.4256, 0.2238, 1.9874], [1.5226, 0.9592, 2.1607], [2.0862, 1.1758, 3.4064], [1.8984, 0.7568, 5.5104], [-0.1017, -0.7003, 5.1639], [-0.9841, -0.9824, 2.8709], [1.9575, 1.3808, 1.2588], [2.9618, 1.7988, 3.4968], [2.8741, -4.2712, -0.2088], [1.6642, -4.3099, 1.3596], [1.4056, -6.1588, 2.0192], [2.3899, -3.0557, 2.7072], [-0.1616, -3.5686, 0.8926], [0.1532, -1.9115, -0.1083], [0.0842, -2.7436, -1.8602], [3.8848, -4.4778, 0.1321], [2.8758, -3.2914, -0.6796], [2.6202, -5.0220, -0.9511], [2.3474, -6.5891, 2.3426], [1.0031, -6.7838, 1.2273], [0.7182, -6.1752, 2.8589], [3.4112, -3.3275, 2.9545], [1.8061, -3.0652, 3.6227], [2.3913, -2.0440, 2.3076], [-0.6941, -3.3254, 1.8104], [-0.7734, -4.2471, 0.3040], [0.8042, -3.5576, -1.9002], [0.3203, -1.9892, -2.6066], [-0.9214, -3.1319, -2.0077], [1.9786, 4.5972, -2.4563], [1.3228, 4.9269, -0.9066], [1.5460, 6.1398, -0.3015], [1.0113, 6.4132, 0.9534], [0.2297, 5.4589, 1.5986], [0.0173, 4.2454, 1.0020], [-0.9503, 3.0375, 1.7616], [0.5540, 3.8772, -0.2858], [0.3357, 2.7235, -0.8076], [2.1337, 6.8885, -0.8111], [1.2012, 7.3598, 1.4308], [-0.2138, 5.6703, 2.5591]],
  "atomic_forces_ev_per_a": [[0.963, 0.000, -0.178], [-0.022, 0.155, -0.064], [0.181, -0.158, 0.256], [-0.096, -0.016, -0.213], [-0.097, 0.332, -0.157], [-0.270, -0.189, -0.152], [0.021, -0.224, -0.151], [-0.192, 0.128, 0.224], [-0.022, 0.068, -0.007], [-0.226, -0.102, 0.215], [-0.142, 0.033, -0.309], [-0.067, 0.004, 0.062], [0.061, -0.069, -0.007], [-0.033, -0.136, -0.091], [0.142, -0.022, 0.024], [-0.152, -0.018, 0.132], [0.030, -0.034, 0.098], [0.083, 0.082, 0.038], [0.198, -0.048, 0.057], [0.073, 0.136, 0.018], [-0.026, 0.021, -0.080], [0.030, -0.032, -0.002], [0.135, 0.100, -0.009], [0.067, -0.075, -0.041], [0.066, -0.068, 0.116], [-0.295, 0.102, -0.303], [0.059, -0.113, -0.115], [0.228, 0.062, -0.007], [-0.062, 0.663, 0.314], [0.022, 0.044, 0.048], [0.257, 0.039, -0.060], [-0.036, -0.002, 0.024], [-0.055, -0.005, -0.025], [-0.089, -0.014, -0.231], [0.095, 0.013, -0.121], [-0.122, -0.126, 0.144], [-0.187, 0.409, -0.188], [0.342, 0.056, 0.115], [-0.015, -0.068, 0.014], [0.064, 0.013, 0.068], [-0.051, -0.033, 0.065], [-0.102, 0.030, -0.019], [-0.029, 0.053, 0.085], [0.095, 0.028, 0.004], [-0.280, -0.053, 0.361], [-0.384, 0.087, -0.101], [0.174, 0.531, -0.126], [-0.160, -0.372, -0.266], [0.604, -0.094, 0.035], [-0.038, -0.695, 0.124], [-0.134, -0.028, 0.168], [0.137, -0.043, 0.084], [-0.054, 0.124, 0.001], [-0.097, -0.107, -0.071], [0.166, -0.057, 0.053], [-0.066, -0.032, -0.112], [-0.110, 0.021, 0.106], [0.164, -0.035, 0.042], [-0.113, -0.042, 0.121], [-0.012, 0.095, -0.109], [-0.047, -0.018, 0.053], [-0.092, -0.044, -0.026], [0.021, 0.042, -0.025], [0.003, 0.001, -0.012], [0.019, -0.025, -0.173], [0.130, 0.015, -0.226], [-0.074, -0.051, 0.009], [0.086, 0.062, -0.149], [-0.017, -0.180, -0.071], [-0.203, -0.132, 0.244], [0.299, 0.239, -0.162], [-0.445, 0.204, 0.467], [-0.024, 0.611, 0.623], [-0.317, -1.199, -0.516], [0.065, 0.001, -0.054], [-0.003, 0.131, 0.014], [-0.020, 0.022, 0.102]],
  "energy_ev": -186138.0217,
  "orbital_gap_ev": [8.01, 6.25],
  "multiplicity": 6,
  "total_charge": 1,
  "de_lowest_kcal_mol": 42.3
}